# 1
{
  "formula": "C5H5N",
  "method": "ωB97M-V/def2-TZVPD",
  "elements": ["C", "C", "C", "C", "C", "N", "H", "H", "H", "H", "H"],
  "xyz": [[-1.1276, 1.5027, -0.1752], [-0.4918, 0.4795, -0.7531], [0.3035, -0.4903, 0.0925], [0.7852, -1.6010, -0.3936], [0.7317, 0.0660, 1.3597], [1.2667, 0.2371, 2.4360], [-1.1839, 1.7179, 0.9614], [-1.8732, 2.0269, -0.6917], [-0.5117, 0.1882, -1.8303], [1.3946, -2.1381, 0.3652], [0.7063, -1.9891, -1.3709]],
  "forces_ev_per_a": [[-0.2, -0.9, 1.8], [0.3, -0.8, 0.8], [-1.0, 3.6, -1.4], [1.8, -1.6, 2.5], [3.2, -0.6, 6.0], [-3.1, -0.4, -5.8], [0.7, -0.7, -2.0], [-0.5, 1.1, -1.0], [-0.3, 0.6, 1.0], [-0.3, -0.1, -1.1], [-0.4, -0.2, -0.9]],
  "mulliken_charge": [-0.76, -0.20, 0.77, -0.87, 0.10, -0.45, 0.22, 0.30, 0.28, 0.26, 0.34],
  "total_energy_ha": -248.19332,
  "mol_weight_g_mol": 79.102,
  "orbital_gap_ev": 9.95,
  "relative_energy_kj_mol": 214.55,
  "lumo_ev": 0.2,
  "smiles": "C=CC(=C)C#N"
}


# 2
{
  "formula": "C5H5N2",
  "method": "ωB97M-V/def2-TZVPD",
  "elements": ["H", "N", "C", "C", "C", "C", "N", "C", "H", "H", "H", "H"],
  "xyz": [[-0.6505, 1.1052, 0.4707], [-1.3920, 0.5893, 0.0159], [-1.4924, -0.6348, 0.0306], [-0.4382, -1.6533, 0.5663], [0.7574, -0.9159, 0.3716], [1.1388, 0.1899, -0.0147], [1.3987, 1.3348, -0.5014], [1.9279, 2.2979, -0.8735], [-2.3734, -1.0749, -0.4189], [-0.4759, -2.5880, 0.0091], [-0.6645, -1.8679, 1.6162], [2.2641, 3.2176, -1.2717]],
  "forces_ev_per_a": [[0.0, -0.5, 0.1], [-1.7, 1.8, -0.2], [-0.1, -1.0, 0.0], [-0.7, -0.5, 0.3], [1.2, 2.6, -0.9], [-0.3, -3.8, 1.4], [2.9, 2.8, -1.0], [-1.6, -1.7, 0.5], [-0.2, -0.3, 0.0], [0.0, 0.0, 0.0], [0.2, -0.1, 0.0], [0.3, 0.7, -0.3]],
  "mulliken_charge": [0.21, -0.58, 0.06, -0.38, -0.13, 0.34, -0.11, 0.06, 0.39, 0.35, 0.30, 0.50],
  "total_energy_ha": -302.56269,
  "mol_weight_g_mol": 93.109,
  "orbital_gap_ev": 7.72,
  "relative_energy_kj_mol": 318.02,
  "lumo_ev": -6.2,
  "charge": 1,
  "smiles": "[H]/N=C\\CC#C[N+]#C"
}


# 3
{
  "formula": "C5H5N2",
  "method": "ωB97M-V/def2-TZVPD",
  "elements": ["C", "N", "C", "C", "C", "C", "N", "H", "H", "H", "H", "H"],
  "xyz": [[1.9981, 1.6073, 0.0422], [1.6288, 0.4741, -0.0044], [1.2054, -0.7411, -0.1682], [-0.0524, -1.3777, -0.1051], [-1.3883, -0.9531, 0.1267], [-1.7671, 0.3108, 0.1125], [-2.0781, 1.3993, -0.1614], [2.4844, 2.3733, 0.5598], [2.0519, -1.4759, -0.4735], [0.1804, -2.4631, -0.2948], [-2.2442, -1.5351, 0.4703], [-2.0188, 2.3814, -0.1041]],
  "forces_ev_per_a": [[-1.4, -4.8, -0.6], [0.6, 5.5, 0.4], [0.6, -4.1, -1.3], [0.5, -0.3, 0.1], [0.8, -1.9, 0.8], [0.4, 2.5, -0.9], [0.1, -0.6, -0.1], [0.5, 1.1, 0.5], [-1.4, 1.6, 0.6], [-1.0, 1.1, 0.5], [0.6, -0.9, -0.3], [-0.3, 0.8, 0.4]],
  "mulliken_charge": [0.04, -0.06, -0.17, -0.12, -0.50, 0.33, -0.13, 0.39, 0.26, 0.28, 0.36, 0.30],
  "total_energy_ha": -302.62718,
  "mol_weight_g_mol": 93.109,
  "orbital_gap_ev": [7.41, 7.41],
  "relative_energy_kj_mol": 148.70,
  "lumo_ev": [-5.4, -5.4],
  "charge": 1,
  "smiles": "C#[N+]/C=C\\C=C=N"
}


# 4
{
  "formula": "C5H5N2O2",
  "method": "ωB97M-V/def2-TZVPD",
  "elements": ["N", "C", "N", "C", "C", "C", "C", "O", "O", "H", "H", "H", "H", "H"],
  "xyz": [[-0.7667, -2.1499, 0.5262], [0.1353, -1.4081, 0.1599], [1.2504, -1.0973, -0.1134], [1.8512, 0.2446, -0.0967], [0.9659, 1.3965, -0.3673], [-0.3327, 1.3425, -0.5028], [-1.4759, 0.6035, -0.2874], [-2.3075, 0.0178, -1.0101], [-1.9078, 0.7001, 1.1563], [-1.6519, -2.3003, -0.0850], [2.6119, 0.1911, -0.9665], [2.3322, 0.2966, 0.8743], [1.5011, 2.3482, -0.4362], [-2.2055, -0.1855, 1.1486]],
  "forces_ev_per_a": [[-3.1, -0.8, -0.7], [-1.5, -1.8, 0.1], [2.3, 2.1, -0.6], [1.3, -2.0, -1.7], [-0.9, 0.6, -0.1], [-0.9, -0.2, 0.4], [-0.9, 0.8, 0.6], [0.9, 0.2, 0.2], [1.3, 1.2, -1.8], [2.3, 0.9, 1.2], [-0.6, 0.2, 1.6], [0.5, 0.4, 0.1], [0.1, -0.1, -0.1], [-1.0, -1.7, 0.8]],
  "mulliken_charge": [-0.68, 0.64, -0.47, -0.22, -0.38, -0.48, 0.36, -0.71, -0.49, 0.32, 0.20, 0.23, 0.31, 0.39],
  "total_energy_ha": -453.46717,
  "mol_weight_g_mol": 125.107,
  "orbital_gap_ev": 7.25,
  "relative_energy_kj_mol": 64.89,
  "lumo_ev": 4.0,
  "charge": -1,
  "smiles": "N=C=NCC=C=C([O-])O"
}


# 5
{
  "formula": "C5H5N2O3",
  "method": "ωB97M-V/def2-TZVPD",
  "elements": ["C", "C", "C", "N", "O", "C", "O", "N", "C", "O", "H", "H", "H", "H", "H"],
  "xyz": [[1.2168, -1.1729, -0.6882], [0.9699, -0.1701, 0.0988], [1.8178, 0.9529, 0.6098], [-0.6142, -0.0338, 0.6220], [-1.1714, 1.1369, 0.1243], [-2.4357, 0.8280, -0.3874], [-3.2182, 1.7215, -0.6763], [-2.6101, -0.4789, -0.5279], [-1.5066, -1.0627, 0.0227], [-1.1674, -2.2276, 0.2864], [0.3516, -1.9255, -0.9497], [2.2702, -1.2722, -1.0072], [2.1491, 0.7185, 1.6758], [1.2759, 1.9693, 0.7215], [2.6723, 1.0166, 0.0754]],
  "forces_ev_per_a": [[-0.1, -1.8, -1.1], [-4.5, 1.7, 1.3], [-2.9, 0.4, 3.6], [2.2, -1.4, -1.6], [-0.1, 1.8, 0.1], [-0.6, 1.0, -0.8], [0.8, 0.0, 0.3], [1.5, -2.0, 0.6], [0.5, -0.3, 1.9], [-1.2, 0.6, -1.1], [2.3, 1.4, 0.5], [-0.7, -0.3, -0.1], [-0.5, 0.2, -1.1], [0.7, -1.8, -0.6], [2.7, 0.5, -2.0]],
  "mulliken_charge": [-0.70, 0.69, -1.10, -0.10, -0.22, 0.51, -0.68, -0.65, 0.58, -0.69, 0.23, 0.26, 0.21, 0.25, 0.40],
  "total_energy_ha": -528.75931,
  "mol_weight_g_mol": 141.106,
  "orbital_gap_ev": 8.43,
  "relative_energy_kj_mol": 177.75,
  "lumo_ev": 3.6,
  "charge": -1,
  "smiles": "C=C(C)n1oc([O-])nc1=O"
}


# 6
{
  "formula": "C5H5N3",
  "method": "ωB97M-V/def2-TZVPD",
  "elements": ["C", "C", "C", "N", "C", "C", "N", "N", "H", "H", "H", "H", "H"],
  "xyz": [[-2.6361, -0.4247, -0.0273], [-1.6237, 0.4587, 0.0089], [-0.1759, 0.2271, -0.2039], [0.6579, 1.2825, -0.0962], [1.9294, 0.8275, 0.0154], [2.3436, -0.5452, -0.0548], [1.3283, -1.4112, 0.0405], [0.0902, -1.1353, -0.0432], [-2.2816, -1.4589, -0.0956], [-3.6627, -0.1862, 0.0440], [-1.7999, 1.4848, 0.3028], [2.5688, 1.7538, 0.2014], [3.2616, -0.8728, -0.0920]],
  "forces_ev_per_a": [[2.9, -0.6, -0.1], [-0.9, 1.1, -0.4], [-2.0, -1.4, 2.1], [0.4, -3.3, -0.1], [1.3, 1.8, -0.3], [-7.2, 4.5, 0.7], [2.3, -2.6, -0.6], [0.3, 3.2, -0.5], [-0.7, 0.1, -0.4], [-0.7, 0.3, 0.4], [-0.3, 0.3, -0.4], [0.0, -1.9, -0.4], [4.7, -1.7, 0.1]],
  "mulliken_charge": [-0.67, -0.20, 0.51, -0.47, 0.12, -0.48, -0.45, -0.17, 0.29, 0.30, 0.32, 0.35, 0.55],
  "total_energy_ha": -357.68790,
  "mol_weight_g_mol": 107.116,
  "orbital_gap_ev": 8.84,
  "relative_energy_kj_mol": 222.42,
  "lumo_ev": -0.3,
  "smiles": "C=Cc1nccnn1"
}